91
Properties=species:S:1:pos:R:3:forces:R:3 method="wB97M-V/def2-TZVPD" homo_ha=-0.17173 relative_energy_kj_mol=0.0 charge=-1 molar_mass_g_mol=507.224 homo_lumo_gap_ev=7.26
Cl -0.331301 0.498109 -2.648228 -0.018 -0.008 0.368
O 3.054754 -0.411074 -3.010492 0.291 -0.311 0.346
O -6.386382 1.983623 -0.695631 -0.208 -0.232 0.023
O 1.126212 -0.112051 0.031193 -0.125 0.343 0.627
N 0.511200 0.403560 1.217610 -0.538 0.391 -1.361
N 3.835259 -1.578369 -3.200529 -0.667 0.422 -0.913
N -5.337315 1.967754 0.252279 0.746 1.131 0.041
C -4.402635 0.870813 0.026229 -0.022 -0.489 -0.668
C 5.287851 -0.134962 -4.462411 0.250 0.742 0.027
C -7.024223 1.439023 1.997193 -0.195 -0.804 0.072
C -0.661934 -1.670833 1.501626 -0.451 -0.825 -0.520
C 5.919606 -2.499773 -4.004950 -0.665 -0.558 -0.092
C 4.018866 -3.950967 -3.106833 0.646 -0.297 -0.672
C -3.784148 1.081573 2.459608 -0.558 0.112 0.029
C 0.232613 -0.644731 2.170109 0.066 0.411 0.565
C 1.475372 -1.315591 2.767665 0.397 0.753 0.204
C 3.618518 -2.704366 -0.953004 0.708 -0.562 0.136
C 0.330392 2.305496 2.731381 -0.344 0.231 -0.193
C -0.547599 0.025794 3.306915 0.281 -0.363 0.756
C 1.077426 1.715797 1.535817 0.518 -0.573 0.880
C 5.531996 -3.802654 -3.302754 -0.175 0.075 0.653
C -5.844775 2.337513 1.562247 -0.391 -0.408 0.332
C 0.871877 2.624756 0.351587 -0.540 0.614 -0.450
C 5.959243 -0.797940 -2.162267 0.216 0.297 0.282
C -5.028649 -0.539417 0.094362 -0.031 0.184 -0.217
C -4.729163 2.256856 2.610216 -0.005 0.338 0.677
C 1.841126 -2.871170 -2.697204 0.180 0.390 -0.190
C 2.568399 1.624659 1.875097 0.587 -0.634 -0.454
C 5.228165 -1.249257 -3.426948 0.599 -0.301 0.342
C -3.280434 1.022698 1.032943 0.721 -0.012 0.250
C 0.067533 1.307638 3.841742 0.007 0.422 0.383
C -3.792120 1.065085 -1.371310 -0.325 0.724 0.140
C -6.359235 3.771565 1.524444 -0.540 -0.179 -0.025
C 3.355340 -2.731191 -2.469149 -0.251 -0.590 0.047
H -1.580466 0.214715 3.012036 0.438 -0.164 -0.122
H 5.604129 -2.565334 -5.051948 0.211 -0.035 -0.026
H 5.883111 -4.667276 -3.872829 0.159 0.086 0.013
H 3.024688 0.955908 1.135156 0.074 0.334 -0.133
H -4.556119 1.009198 -2.150399 0.057 -0.414 0.021
H -2.986414 1.159817 3.199043 -0.130 0.156 -0.131
H 1.200095 -2.104906 3.467364 0.062 -0.335 -0.343
H -2.534002 0.232117 0.898629 -0.283 0.025 -0.131
H 1.473862 2.402584 -0.527720 0.103 -0.168 0.127
H 5.498054 0.104730 -1.751800 -0.095 -0.100 0.037
H 6.041293 -3.835547 -2.329272 -0.051 -0.072 -0.074
H -0.490428 -2.682040 1.883871 -0.016 0.112 0.185
H -5.582910 4.511343 1.340632 0.120 -0.060 0.010
H -6.091159 -0.502631 -0.147534 -0.008 0.006 0.049
H 6.293390 -0.039447 -4.885721 -0.020 -0.289 -0.044
H 3.066351 2.595090 1.839500 -0.042 0.019 0.006
H 0.522460 0.217545 -0.682541 0.157 -0.361 -0.418
H -0.173172 2.556949 0.042267 0.001 -0.084 -0.123
H 5.946549 -1.574621 -1.401288 0.049 0.008 0.060
H 2.946635 -0.268064 -2.053054 -0.084 0.047 -0.112
H 2.161659 -1.608837 1.978655 -0.061 -0.542 -0.077
H 7.006635 -2.439082 -3.936757 0.020 0.450 -0.261
H -0.559709 -0.675799 4.152596 -0.300 -0.110 -0.176
H 7.005632 -0.544387 -2.363889 -0.066 -0.048 -0.117
H -2.969857 0.377746 -1.559430 -0.021 -0.029 -0.105
H 2.797673 1.132556 2.819961 -0.251 0.337 0.246
H 3.806202 -4.874355 -2.557729 -0.053 0.199 0.243
H -6.896746 0.412577 1.645744 0.092 0.105 -0.090
H -1.724784 -1.446316 1.628576 0.129 0.005 0.130
H 1.506861 -3.785211 -2.205280 -0.122 0.007 -0.019
H -7.126299 3.840453 0.751162 0.047 0.151 0.000
H -4.189906 3.209683 2.663900 0.213 -0.135 -0.425
H -0.501176 -1.737827 0.424209 0.216 0.171 0.088
H -0.640210 1.736531 4.562395 0.004 0.078 -0.079
H -0.632511 2.704217 2.392227 -0.015 -0.083 -0.116
H -6.104777 2.668520 -1.310888 -0.054 -0.059 -0.057
H 2.033058 -0.587386 3.361948 -0.083 -0.036 0.044
H -5.209542 2.194018 3.594020 -0.075 0.032 -0.095
H 0.916130 3.168781 3.061198 -0.077 -0.036 0.200
H -4.350511 0.179060 2.719697 0.169 -0.117 -0.085
H 4.620241 -3.063937 -0.673287 0.054 0.355 -0.341
H 3.505148 -1.694589 -0.564683 -0.332 -0.084 0.336
H 0.966326 1.143106 4.446522 0.087 -0.271 -0.264
H 3.617462 -4.125757 -4.113150 -0.285 0.280 0.129
H -7.986182 1.772827 1.604554 0.091 0.123 -0.034
H -2.734050 1.939506 0.789940 -0.058 0.111 0.106
H -6.856920 3.963702 2.479327 0.123 0.223 0.006
H -4.882556 -0.988273 1.075237 -0.144 -0.178 -0.002
H -4.562372 -1.160927 -0.670004 0.103 -0.161 0.187
H 4.555448 -0.273382 -5.255589 0.047 -0.175 -0.027
H 1.276027 -2.008735 -2.340822 0.003 -0.080 0.186
H 1.644235 -2.925262 -3.769364 0.004 -0.099 0.011
H -3.402767 2.086410 -1.436443 0.211 -0.117 0.050
H 5.086766 0.837981 -4.005850 -0.189 -0.149 0.018
H -7.107506 1.335476 3.083212 -0.026 0.373 -0.017
H 2.991712 -3.442633 -0.448292 -0.472 0.457 0.052
H 1.033401 3.671445 0.633406 0.207 -0.091 0.082

34
Properties=species:S:1:pos:R:3:forces:R:3 method="wB97M-V/def2-TZVPD" homo_ha=-0.23882 relative_energy_kj_mol=160.6 charge=0 molar_mass_g_mol=449.010 homo_lumo_gap_ev=3.42
Cl -0.201940 2.706912 5.544408 -0.291 -0.079 0.056
Cl -0.365625 0.285492 0.829573 0.676 -0.846 -1.144
Cl 3.048175 0.057149 2.247240 0.092 -0.796 -0.364
Cl 0.544258 5.377631 4.116047 -0.249 -0.303 -0.362
Cl 0.902128 -0.024013 4.492438 -0.159 -0.209 0.323
Cl 2.147047 5.244190 1.418345 0.201 0.193 -0.333
S -1.626214 -2.273337 0.277513 -1.147 -2.267 0.279
O 3.079689 2.490783 0.785701 -0.445 0.331 0.281
O -0.380330 -0.270977 -2.719481 -1.124 -0.513 0.313
O -2.311146 -1.435190 -2.480696 0.998 0.373 1.255
C 0.892680 3.865319 3.343673 1.106 -0.819 0.012
C -0.493012 -3.075282 1.432012 -0.003 0.434 -0.227
C -0.583778 -1.434825 -0.762590 3.486 0.351 0.374
C 0.614240 2.647786 4.040603 0.943 -0.909 -0.459
C -2.003524 -3.825334 -0.685501 0.227 0.362 0.090
C 2.285356 2.539338 1.730122 0.343 0.774 -0.769
C 1.192310 1.414015 3.602121 -1.516 1.588 1.276
C -1.233488 -1.060778 -2.030065 0.401 0.670 -1.543
C 1.691106 3.815176 2.212835 -0.639 -0.849 0.484
C 0.099534 1.103741 -4.601281 0.008 0.053 0.335
C -0.931358 0.171743 -3.974821 0.653 0.587 -0.888
C 1.982379 1.341888 2.491082 0.006 0.823 -0.285
H 1.083969 0.632707 -4.693945 -0.219 0.007 0.099
H -2.589420 -3.521855 -1.569844 0.238 -0.238 0.589
H 0.300603 -3.494448 0.802050 -0.041 0.049 0.439
H -1.021719 -4.239347 -0.980214 -0.550 0.095 0.086
H -0.134307 -2.280647 2.096885 0.040 -0.402 -0.017
H -1.059472 -3.867920 1.941352 0.240 0.417 -0.066
H 0.596967 -1.808188 -0.848018 -3.417 1.190 0.326
H -0.221855 1.397633 -5.595096 -0.128 -0.004 -0.157
H -1.090260 -0.692777 -4.633508 -0.191 0.142 0.348
H -1.872858 0.715700 -3.810841 0.209 -0.418 0.053
H -2.538672 -4.517601 -0.013005 0.165 0.365 -0.366
H 0.198538 2.015317 -4.005094 0.085 -0.151 -0.037

62
Properties=species:S:1:pos:R:3:forces:R:3 method="wB97M-V/def2-TZVPD" homo_ha=-0.27450 relative_energy_kj_mol=137.4 charge=0 molar_mass_g_mol=737.833 homo_lumo_gap_ev=6.59
Re 9.549887 9.899471 13.407633 0.559 -0.719 0.409
S 7.848758 7.697935 12.622729 -0.763 1.094 0.444
S 7.354326 9.677240 13.051002 -0.808 -1.352 -0.154
O 8.999450 7.249978 13.367211 0.038 0.360 -0.079
O 10.945034 9.373282 7.253657 -0.976 -0.006 1.122
O 8.327245 7.846916 11.066312 -0.151 -0.450 -0.448
O 10.594470 12.488596 13.183938 2.814 1.867 -0.794
O 9.030874 9.248939 15.406225 -0.686 0.789 -1.376
O 6.687930 6.916126 12.515740 -0.890 -1.195 -0.120
N 11.278524 9.901703 14.613737 1.766 1.890 0.317
N 9.971651 9.353852 11.638931 -0.013 -0.237 -0.104
N 11.272221 9.302242 15.845081 -1.580 -1.095 0.834
N 10.118379 8.054040 9.719947 1.827 0.222 -1.526
C 11.501230 8.533471 9.432577 0.913 -2.424 2.428
C 10.656035 8.089536 18.354213 -0.125 -0.106 1.599
C 13.837821 10.912327 12.422646 0.735 -2.131 1.243
C 12.428533 10.496368 14.335205 -1.375 -2.217 0.783
C 9.574697 9.024446 7.523753 0.930 -0.130 -0.769
C 10.007760 8.953477 16.156911 1.766 0.517 -0.805
C 8.550964 13.784154 11.953806 -1.278 0.578 -0.585
C 9.392125 7.895471 8.458990 -1.260 -2.930 1.778
C 7.022310 12.482997 13.365021 -1.066 1.766 -1.025
C 10.218568 7.826288 19.661039 3.570 -0.793 -0.477
C 13.292925 12.288848 10.603667 -1.700 0.834 0.851
C 8.351661 7.964917 17.700019 -0.261 0.657 1.857
C 12.065986 12.619233 11.292278 1.153 -0.247 -2.031
C 9.672095 8.316918 17.432005 -0.084 -0.439 -0.937
C 11.746775 12.069248 12.484240 -0.536 -0.677 1.679
C 6.100892 14.257797 12.004932 1.409 -1.088 -0.241
C 9.538595 8.417411 10.860036 0.224 2.343 0.904
C 8.275108 12.734632 12.820124 2.521 -1.939 1.436
C 12.638065 11.163902 13.068469 0.259 0.753 -0.085
C 9.475227 11.776248 13.162679 -2.297 -0.836 -0.159
C 11.524144 9.690373 8.524684 -0.404 0.245 -0.800
C 7.401680 14.446466 11.487018 -0.154 0.122 0.977
C 14.178698 11.381378 11.181602 0.159 1.638 -1.862
C 8.922650 7.553657 19.948043 -1.201 -0.877 0.962
C 7.939554 7.611875 18.999348 1.231 0.787 -2.449
C 5.915749 13.251877 12.950221 0.240 -0.407 0.106
H 13.252094 10.174526 15.026138 -0.632 0.766 -0.758
H 9.142658 8.714635 6.602106 -0.360 0.014 -0.936
H 5.324614 14.855055 11.568429 -0.459 0.043 0.129
H 6.903829 7.482617 19.198910 -0.558 -0.471 0.240
H 14.429530 10.157700 12.978807 0.150 0.639 -0.713
H 11.718058 8.035155 18.100125 -0.446 0.648 0.086
H 4.942972 12.951308 13.359375 0.307 0.565 -0.181
H 7.595435 8.094512 16.987195 -0.681 0.225 -1.211
H 15.090846 11.224830 10.562596 -0.528 -0.430 1.215
H 11.972650 8.808448 10.439382 -0.536 -0.377 -1.451
H 12.500641 10.055823 8.325738 1.057 0.079 -0.105
H 9.653374 6.884960 8.068307 0.231 0.822 -0.250
H 6.806692 11.816206 14.164114 0.450 -0.727 0.396
H 11.302237 13.201151 10.812069 0.092 0.548 -0.203
H 11.008424 10.483109 9.056574 -0.520 0.516 -0.211
H 8.327147 7.742921 8.759672 0.560 0.493 -0.597
H 7.459547 15.198667 10.747099 0.449 0.778 -0.696
H 8.599210 7.067225 20.841870 0.310 0.384 1.123
H 13.502979 12.851803 9.678732 -0.046 -0.678 0.441
H 9.583939 14.095383 11.659912 -1.250 -0.592 0.194
H 9.035640 9.856535 7.909351 -0.363 1.128 0.261
H 11.086746 7.668385 20.344289 -1.276 0.029 0.004
H 12.030441 7.600486 9.030745 -0.451 1.433 0.325